(i)
Below is the molecule C6H6N2, with properties calculated with wB97M-V/def2-TZVPD.

Atoms and positions in Å:
C -2.075 0.796 1.840
C -1.166 0.875 1.044
C -0.120 0.751 0.117
C 0.530 1.676 -0.623
N 1.521 1.043 -1.300
N 1.523 -0.269 -1.165
C 0.620 -0.636 -0.331
C 0.083 -1.980 0.034
H -2.694 0.633 2.655
H 0.269 2.656 -0.528
H 1.902 1.211 -2.196
H 0.173 -2.617 -0.764
H 0.382 -2.206 1.067
H -0.946 -1.934 0.149

Output
LUMO energy, eV: 1.015
HOMO level, eV: -8.58

=====

(ii)
Below is the molecule C6H6N2, with properties calculated with wB97M-V/def2-TZVPD.

Atoms and positions in Å:
C -2.523 -0.368 -0.093
C -1.508 0.492 0.052
C -0.139 0.100 -0.017
C 0.737 1.212 -0.106
N 2.084 1.067 -0.088
C 2.549 -0.173 0.004
N 1.884 -1.277 -0.038
C 0.546 -1.074 -0.083
H -2.271 -1.512 -0.210
H -3.615 0.023 0.016
H -1.848 1.451 0.410
H 0.467 2.279 -0.227
H 3.630 -0.220 0.327
H 0.008 -2.000 0.053

Output
LUMO energy, eV: 0.279
HOMO level, eV: -9.35

=====

(ii) is preferred energetically. Next in line: 1.730 eV higher.

=====

(i)
Below is a cluster of 2 separate species, C6H6N2 in total, with properties calculated with wB97M-V/def2-TZVPD.

Atoms and positions in Å:
C -0.091 -0.596 -1.466
C 1.423 1.614 -0.659
C -2.183 0.283 0.362
C -0.884 0.212 0.703
C 1.265 -0.969 0.565
C 0.120 -0.311 -0.137
N -0.233 -0.942 -2.541
N 2.096 2.425 -1.072
H -2.911 0.820 0.943
H -2.429 0.109 -0.652
H -0.541 0.597 1.664
H 2.246 -0.773 0.159
H 1.114 -0.515 1.583
H 1.006 -1.954 0.548

Output
LUMO energy (spin up / spin down), eV: -2.539 / -2.542
HOMO level (spin up / spin down), eV: -10.33 / -10.32

=====

(ii)
Below is the molecule C6H6N2, with properties calculated with wB97M-V/def2-TZVPD.

Atoms and positions in Å:
C -0.960 2.656 0.014
C -1.041 1.490 0.275
N -1.216 0.204 0.533
C -2.174 -0.530 -0.009
C -3.044 -1.232 -0.430
N 0.323 -0.637 0.709
C 1.210 -0.213 -0.068
C 2.479 -0.977 0.063
H -0.920 3.739 0.217
H -4.008 -1.684 -0.834
H 1.024 0.511 -0.789
H 2.456 -1.594 0.957
H 2.708 -1.505 -0.773
H 3.164 -0.227 0.136

Output
LUMO energy, eV: 0.489
HOMO level, eV: -8.44

=====

(i) is preferred energetically. Next in line: 2.203 eV higher.

=====

(i)
Below is a cluster of 2 separate species, C2H3F2P in total, with properties calculated with wB97M-V/def2-TZVPD.

Atoms and positions in Å:
F -2.769 -0.556 -0.799
C -1.749 -0.429 0.050
P -0.756 -0.940 1.282
C -0.615 0.500 0.053
H 0.127 0.659 -0.742
H -0.967 1.473 0.369
F 1.542 -1.636 -0.479
H 1.688 -0.855 -0.949

Output
LUMO energy, eV: 0.431
HOMO level, eV: -8.97

=====

(ii)
Below is a cluster of 2 separate species, C2H3F2P in total, with properties calculated with wB97M-V/def2-TZVPD.

Atoms and positions in Å:
C 0.015 0.867 0.055
C 0.154 -0.364 0.733
F -1.689 -1.690 0.207
F 0.520 -0.592 1.936
P 1.185 -0.428 -0.879
H -0.740 1.033 -0.696
H 0.430 1.851 0.284
H 0.126 -0.677 -1.640

Output
LUMO energy (spin up / spin down), eV: -1.723 / -1.723
HOMO level (spin up / spin down), eV: -10.06 / -10.07

=====

(i) is preferred energetically. Next in line: 2.489 eV higher.

=====

(i)
Below is a cluster of 2 separate species, C3H13N2OS in total, with properties calculated with wB97M-V/def2-TZVPD.

Atoms and positions in Å:
N 1.150 -0.207 -0.398
C -0.202 -0.779 -0.800
C -0.903 -1.264 0.483
S -1.208 0.072 1.685
C -0.939 0.258 -1.631
N -0.028 0.685 -2.697
H 1.324 -0.425 0.597
H 1.886 -0.593 -0.985
H 1.239 0.811 -0.463
H 0.033 -1.633 -1.429
H -1.813 -1.801 0.233
H -0.228 -1.964 0.975
H -2.114 0.737 0.958
H -1.248 1.136 -1.075
H -1.872 -0.196 -1.968
H -0.289 1.624 -2.988
H -0.141 0.164 -3.557
H 3.278 0.743 2.279
H 2.175 1.497 1.787
O 2.500 0.576 1.711

Output
Charge: +1
LUMO energy, eV: -2.954
HOMO level, eV: -13.25

=====

(ii)
Below is a cluster of 2 separate species, C3H13N2OS in total, with properties calculated with wB97M-V/def2-TZVPD.

Atoms and positions in Å:
N 1.102 -0.281 -0.923
C -0.252 -0.628 -0.271
C -0.075 -1.897 0.538
S -0.222 -2.026 2.326
C -0.905 0.550 0.466
N -1.849 1.240 -0.482
H 0.967 0.534 -1.511
H 1.901 -0.119 -0.304
H 1.400 -1.086 -1.475
H -0.967 -0.861 -1.077
H -0.778 -2.652 0.162
H 0.865 -2.467 0.339
H -1.580 -1.936 2.486
H -0.168 1.211 0.958
H -1.699 0.145 1.121
H -1.310 1.559 -1.272
H -2.486 1.843 0.011
H 1.444 2.764 -0.040
H 2.564 2.079 -0.929
O 2.049 2.027 -0.123

Output
Charge: +1
LUMO energy, eV: -3.622
HOMO level, eV: -12.78

=====

(i) is preferred energetically. Next in line: 1.328 eV higher.

=====

(i)
Below is the molecule C2H4ClNO, with properties calculated with wB97M-V/def2-TZVPD.

Atoms and positions in Å:
O -0.609 -1.865 0.988
N -0.205 -1.048 -0.029
C 0.107 0.108 0.406
C 0.499 0.982 -0.657
Cl -0.546 2.380 -0.316
H -1.055 -2.582 0.477
H -0.055 0.241 1.413
H 0.346 0.479 -1.579
H 1.518 1.306 -0.703

Output
LUMO energy, eV: 1.055
HOMO level, eV: -9.91

=====

(ii)
Below is a cluster of 2 separate species, C2H4ClNO in total, with properties calculated with wB97M-V/def2-TZVPD.

Atoms and positions in Å:
O -0.311 -0.010 -0.634
C -0.048 1.308 -0.705
Cl -1.072 2.093 0.540
H -1.016 -0.397 -0.098
H 1.032 1.336 -0.416
H -0.313 1.620 -1.721
C 0.618 -2.185 1.156
N 0.138 -1.365 1.749
H 0.971 -2.400 0.129

Output
LUMO energy, eV: 0.876
HOMO level, eV: -10.50

=====

(ii) is preferred energetically. Next in line: 0.195 eV higher.